(1)
94
Properties=species:S:1:pos:R:3:mulliken_charge:R:1 method="wB97M-V/def2-TZVPD" orbital_gap_ev="5.95 / 5.96" lumo_energy_ev="-0.7 / -0.7" e_homo_ev="-6.63 / -6.63"
W 0.68 0.56 0.42 2.38
C -2.94 2.41 -1.32 -2.02
C -1.91 1.81 -0.43 1.39
N -0.94 1.04 -0.85 2.29
N -0.95 0.63 -2.15 -1.87
C 0.03 -0.21 -2.33 0.29
O 0.82 -0.54 -1.36 -0.64
C 0.26 -0.82 -3.66 0.06
C 1.41 -1.56 -3.88 -0.19
C 1.62 -2.16 -5.11 -0.96
C 0.68 -2.02 -6.12 -0.54
C -0.46 -1.26 -5.90 -0.86
C -0.67 -0.66 -4.68 -0.38
C -1.90 2.02 1.00 0.17
C -2.79 2.86 1.67 -0.81
C -2.74 2.92 3.05 -0.95
C -1.82 2.13 3.74 -1.59
C -0.96 1.34 3.01 -0.47
N -0.99 1.30 1.68 1.08
H -2.88 1.97 -2.31 0.41
H -2.79 3.49 -1.40 0.34
H -3.95 2.25 -0.92 0.45
H 2.13 -1.67 -3.07 0.40
H 2.52 -2.75 -5.28 0.44
H 0.85 -2.49 -7.08 0.41
H -1.19 -1.15 -6.70 0.43
H -1.57 -0.08 -4.48 0.47
H -3.48 3.46 1.11 0.58
H -3.41 3.58 3.59 0.53
H -1.75 2.16 4.82 0.65
H -0.18 0.76 3.49 0.65
O 3.69 -2.24 1.36 -0.79
C 2.49 -2.09 1.22 -0.41
O 1.95 -0.99 0.86 -0.04
C 1.54 -3.25 1.44 -0.34
C 2.12 -4.49 1.70 -0.87
C 1.33 -5.61 1.89 -0.56
C -0.05 -5.50 1.81 -0.76
C -0.63 -4.28 1.55 -0.10
C 0.16 -3.13 1.38 0.29
P -0.76 -1.60 0.98 2.07
C -1.96 -1.50 2.37 0.87
C -1.61 -1.99 3.63 -0.75
C -2.47 -1.83 4.71 -0.89
C -3.68 -1.18 4.55 -0.57
C -4.02 -0.66 3.31 -1.04
C -3.16 -0.81 2.23 -0.24
C -1.70 -2.23 -0.47 0.60
C -0.97 -3.02 -1.36 -0.57
C -1.56 -3.52 -2.51 -0.66
C -2.88 -3.23 -2.80 -0.71
C -3.62 -2.46 -1.92 -1.06
C -3.03 -1.96 -0.76 -0.14
H 3.20 -4.54 1.75 0.52
H 1.80 -6.57 2.09 0.41
H -0.67 -6.38 1.94 0.46
H -1.71 -4.20 1.47 0.47
H -0.67 -2.50 3.77 0.52
H -2.18 -2.22 5.68 0.44
H -4.35 -1.06 5.39 0.40
H -4.96 -0.13 3.18 0.44
H -3.42 -0.34 1.30 -0.01
H 0.06 -3.25 -1.15 0.29
H -0.97 -4.12 -3.19 0.41
H -3.34 -3.62 -3.70 0.40
H -4.66 -2.24 -2.12 0.47
H -3.65 -1.38 -0.09 0.30
Br 1.38 7.13 2.78 -0.18
C 1.52 5.26 2.61 0.39
C 2.10 4.49 3.62 0.46
Br 2.78 5.31 5.18 -0.18
C 2.18 3.10 3.48 -0.14
Br 2.88 1.98 4.83 -0.17
C 1.70 2.48 2.34 -0.51
O 1.64 1.18 2.16 -0.62
C 1.14 3.26 1.32 -0.33
O 0.67 2.59 0.28 0.21
C 1.03 4.63 1.46 0.05
Br 0.17 5.57 0.07 -0.17
N 4.80 1.37 -0.66 -0.08
C 3.79 0.82 0.05 -1.07
N 2.63 1.12 -0.46 0.85
C 2.87 1.91 -1.58 0.21
C 2.00 2.51 -2.48 0.24
C 2.55 3.25 -3.51 -1.28
C 3.94 3.40 -3.64 -0.62
C 4.82 2.82 -2.74 -1.08
C 4.25 2.07 -1.71 0.40
H 5.78 1.26 -0.44 0.26
H 3.94 0.19 0.91 0.59
H 0.93 2.42 -2.37 0.44
H 1.90 3.73 -4.23 0.47
H 4.34 3.98 -4.46 0.41
H 5.89 2.94 -2.84 0.44

---

(2)
90
Properties=species:S:1:pos:R:3:lowdin_spin:R:1 method="wB97M-V/def2-TZVPD" orbital_gap_ev="5.57 / 5.77" lumo_energy_ev="-0.7 / -0.7" e_homo_ev="-6.27 / -6.45" multiplicity=2
Ru 0.42 1.03 -0.42 0.76
Cl 0.00 -1.41 -0.15 0.01
C -1.62 -1.68 -0.73 0.01
C -2.05 -2.99 -0.86 0.00
C -3.31 -3.23 -1.36 0.00
C -4.13 -2.17 -1.74 0.00
C -3.68 -0.87 -1.60 0.00
C -2.41 -0.61 -1.09 0.01
P -1.81 1.09 -0.81 0.05
C -2.77 1.69 0.59 0.00
C -3.40 0.83 1.49 0.00
C -3.95 1.33 2.66 0.00
C -3.87 2.68 2.95 0.00
C -3.22 3.54 2.07 0.00
C -2.68 3.05 0.90 0.00
C -2.44 2.03 -2.24 0.02
C -1.69 2.00 -3.41 0.02
C -2.13 2.67 -4.54 0.00
C -3.33 3.37 -4.51 0.00
C -4.09 3.40 -3.35 0.00
C -3.65 2.73 -2.21 0.00
H -1.39 -3.80 -0.57 0.00
H -3.66 -4.25 -1.47 0.00
H -5.12 -2.37 -2.14 0.00
H -4.32 -0.04 -1.89 0.00
H -3.46 -0.23 1.27 0.00
H -4.45 0.66 3.35 0.00
H -4.30 3.07 3.86 0.00
H -3.14 4.60 2.29 0.00
H -2.16 3.72 0.22 0.00
H -0.74 1.46 -3.42 0.02
H -1.54 2.64 -5.45 0.00
H -3.68 3.89 -5.39 0.00
H -5.02 3.94 -3.32 0.00
H -4.24 2.75 -1.31 0.00
O -0.28 -2.51 6.66 0.00
C 0.39 -2.72 5.49 0.00
O 0.92 -3.77 5.30 0.00
C 0.40 -1.59 4.51 0.00
C -0.44 -0.48 4.60 0.00
C -0.39 0.52 3.65 0.00
C 0.51 0.41 2.60 0.00
C 1.35 -0.70 2.48 0.00
C 1.29 -1.70 3.43 0.00
N 0.54 1.41 1.61 0.04
C 0.64 2.66 1.95 -0.03
C 0.64 3.61 0.88 -0.01
C 0.67 5.00 1.06 0.00
C 0.61 5.83 -0.03 -0.01
C 0.53 5.26 -1.30 -0.01
C 0.52 3.89 -1.43 0.00
N 0.58 3.06 -0.37 -0.01
H -0.58 -1.59 6.72 0.00
H -1.17 -0.39 5.39 0.00
H -1.06 1.37 3.67 0.00
H 2.05 -0.75 1.65 0.00
H 1.93 -2.57 3.36 0.00
H 0.77 2.94 3.00 0.00
H 0.74 5.39 2.07 0.00
H 0.63 6.91 0.09 0.00
H 0.48 5.87 -2.19 0.00
H 0.49 3.41 -2.40 0.00
C 2.47 0.47 -0.96 0.03
C 2.77 -0.77 -1.04 0.05
C 3.08 -2.06 -1.11 0.01
C 2.90 -2.81 -2.36 0.00
C 3.57 -4.01 -2.59 0.00
C 3.40 -4.72 -3.77 0.00
C 2.55 -4.24 -4.76 0.00
C 1.88 -3.04 -4.55 0.00
C 2.04 -2.34 -3.37 0.00
C 3.49 -2.73 0.15 0.00
C 2.98 -3.99 0.49 0.00
C 3.30 -4.58 1.70 0.00
C 4.14 -3.94 2.60 0.00
C 4.66 -2.69 2.27 0.00
C 4.34 -2.10 1.06 0.00
H 4.24 -4.40 -1.83 0.00
H 3.94 -5.64 -3.93 0.00
H 2.42 -4.78 -5.68 0.00
H 1.21 -2.65 -5.31 0.00
H 1.51 -1.41 -3.21 0.00
H 2.32 -4.49 -0.20 0.00
H 2.89 -5.55 1.95 0.00
H 4.38 -4.40 3.55 0.00
H 5.32 -2.18 2.97 0.00
H 4.74 -1.12 0.81 0.00
F 3.54 2.43 0.12 0.00
B 3.07 1.85 -1.00 0.01
F 3.10 2.62 -2.09 0.00

---

(3)
86
Properties=species:S:1:pos:R:3:mulliken_charge:R:1 method="wB97M-V/def2-TZVPD" orbital_gap_ev=4.69 lumo_energy_ev=-8.4 e_homo_ev=-13.04 charge=+2
Pd -0.30 0.36 0.45 1.32
C 6.24 0.39 3.92 -0.40
C 5.06 -0.24 4.28 -0.96
C 4.02 -0.34 3.36 -0.13
C 4.14 0.20 2.07 0.39
C 5.35 0.86 1.74 -0.35
C 6.38 0.93 2.65 -0.99
C 2.97 0.11 1.20 1.57
C 2.22 -1.05 1.27 -0.43
C 2.74 -2.36 1.58 -1.28
C 1.70 -3.22 1.44 -1.34
C 0.55 -2.43 1.11 0.45
C -0.81 -2.94 1.06 1.64
C -0.99 -4.41 1.21 -0.89
C -1.00 -5.22 0.08 0.12
C -1.18 -6.59 0.22 -0.85
C -1.34 -7.15 1.48 -0.39
C -1.31 -6.34 2.61 -0.88
C -1.14 -4.97 2.47 0.21
C -1.91 -2.15 0.98 -0.22
N -1.90 -0.77 0.84 0.09
C -3.15 -0.35 0.97 0.45
C -3.59 1.03 0.85 1.24
C -4.98 1.35 1.27 -0.75
C -6.03 1.26 0.36 0.10
C -7.32 1.55 0.78 -0.85
C -7.57 1.92 2.09 -0.40
C -6.52 2.00 3.00 -0.83
C -5.22 1.72 2.59 0.07
C -2.82 2.02 0.33 0.12
C -3.26 3.34 -0.06 -1.39
C -2.25 3.91 -0.74 -0.98
C -1.16 2.94 -0.73 0.19
N -1.49 1.86 -0.09 0.10
C 0.19 3.22 -1.29 1.51
C 1.30 2.56 -0.88 0.02
C 2.68 2.83 -1.26 -1.30
C 3.46 2.03 -0.53 -0.86
C 2.57 1.20 0.29 0.28
N 1.31 1.50 0.04 -0.21
C 0.25 4.32 -2.28 -0.11
C -0.59 4.26 -3.39 -0.16
C -0.54 5.23 -4.37 -0.89
C 0.34 6.30 -4.23 -0.47
C 1.15 6.40 -3.11 -0.87
C 1.11 5.41 -2.14 -0.25
C -4.04 -1.47 1.19 -1.05
C -3.29 -2.58 1.16 -1.57
N 0.88 -1.15 0.97 0.01
H 7.04 0.48 4.64 0.42
H 4.94 -0.65 5.27 0.42
H 3.09 -0.78 3.67 0.54
H 5.52 1.25 0.75 0.37
H 7.31 1.41 2.36 0.44
H 3.77 -2.58 1.80 0.75
H 1.71 -4.30 1.55 0.58
H -0.88 -4.79 -0.91 0.54
H -1.19 -7.23 -0.66 0.43
H -1.48 -8.22 1.59 0.42
H -1.43 -6.77 3.59 0.41
H -1.12 -4.33 3.35 0.51
H -5.84 0.97 -0.66 0.49
H -8.14 1.49 0.07 0.43
H -8.57 2.15 2.41 0.42
H -6.71 2.29 4.02 0.43
H -4.40 1.78 3.30 0.51
H -4.24 3.75 0.15 0.59
H -2.21 4.88 -1.20 0.60
H 3.00 3.54 -2.01 0.75
H 4.53 1.96 -0.60 0.53
H -1.27 3.42 -3.51 0.42
H -1.18 5.16 -5.24 0.43
H 0.37 7.07 -4.99 0.43
H 1.80 7.25 -2.99 0.43
H 1.70 5.52 -1.24 0.56
H -5.11 -1.39 1.32 0.57
H -3.60 -3.61 1.28 0.59
C 2.24 -0.21 -3.84 -0.93
S 1.34 -0.97 -2.47 0.17
C -0.34 -0.61 -3.03 -0.56
H 1.82 -0.53 -4.79 0.38
H 3.27 -0.55 -3.79 0.36
H 2.22 0.88 -3.78 0.15
H -0.49 0.47 -3.16 -0.01
H -1.04 -0.97 -2.28 0.08
H -0.55 -1.11 -3.97 0.50

---

(4)
102
Properties=species:S:1:pos:R:3:lowdin_spin:R:1 method="wB97M-V/def2-TZVPD" orbital_gap_ev="7.64 / 4.47" lumo_energy_ev="-2.8 / -5.8" e_homo_ev="-10.43 / -10.32" charge=+1 multiplicity=5
Os -0.07 0.33 1.05 2.17
C -0.49 3.57 2.42 0.01
N -0.90 2.18 2.53 0.11
C -0.52 1.63 3.84 0.00
C 0.93 1.21 3.81 0.01
N 1.20 0.25 2.74 0.12
C 2.34 -0.47 2.89 0.00
C 3.46 -0.15 3.69 0.03
F 3.52 1.03 4.36 0.01
C 4.56 -0.97 3.79 0.00
F 5.59 -0.61 4.57 0.00
C 4.64 -2.17 3.09 0.03
F 5.72 -2.95 3.17 0.01
C 3.57 -2.52 2.28 0.00
F 3.61 -3.64 1.55 0.00
C 2.47 -1.70 2.21 0.03
F 1.41 -2.08 1.44 0.03
C -2.32 2.03 2.22 0.00
C -2.55 2.22 0.73 0.04
N -1.64 1.48 -0.14 0.46
C -1.78 1.81 -1.45 0.02
C -2.71 2.76 -2.01 0.08
F -3.69 3.34 -1.29 0.03
C -2.69 3.15 -3.34 -0.01
F -3.58 4.06 -3.74 -0.01
C -1.81 2.61 -4.26 0.10
F -1.79 3.02 -5.53 0.03
C -0.96 1.62 -3.79 -0.01
F -0.11 0.98 -4.61 -0.01
C -0.98 1.26 -2.47 0.08
F -0.14 0.23 -2.15 0.04
H -0.99 4.20 3.19 0.00
H -0.75 3.97 1.43 0.00
H 0.61 3.65 2.55 0.00
H -1.16 0.75 4.05 0.00
H -0.70 2.37 4.65 0.00
H 1.18 0.75 4.79 0.00
H 1.58 2.10 3.71 0.00
H -2.93 2.78 2.77 0.00
H -2.66 1.03 2.53 0.00
H -2.45 3.30 0.50 0.02
H -3.60 1.94 0.52 0.01
C 0.98 -2.25 -2.04 0.00
C 2.07 -1.34 -1.44 0.01
P 1.79 0.25 -0.50 0.05
C 3.46 0.54 0.20 0.00
C 3.55 1.64 1.06 0.00
C 4.78 2.07 1.54 0.00
C 5.93 1.40 1.16 0.00
C 5.85 0.31 0.32 0.00
C 4.62 -0.13 -0.16 0.00
C 1.87 1.71 -1.62 0.01
C 1.29 2.85 -1.09 0.01
C 1.28 4.04 -1.81 0.00
C 1.85 4.07 -3.07 0.00
C 2.43 2.93 -3.60 0.00
C 2.45 1.74 -2.88 0.00
C -0.16 -2.75 -1.13 0.02
P -1.66 -1.66 -1.17 0.15
C -2.86 -2.16 0.08 0.01
C -3.94 -1.28 0.19 0.00
C -4.96 -1.53 1.09 0.00
C -4.91 -2.66 1.89 0.00
C -3.84 -3.54 1.77 0.00
C -2.80 -3.30 0.89 0.00
C -2.49 -2.33 -2.67 0.03
C -3.07 -3.59 -2.55 0.01
C -3.67 -4.19 -3.65 0.00
C -3.70 -3.53 -4.87 0.00
C -3.12 -2.28 -5.00 0.00
C -2.52 -1.67 -3.90 0.00
H 1.52 -3.15 -2.39 0.00
H 0.56 -1.79 -2.95 0.00
H 2.74 -1.05 -2.28 0.00
H 2.68 -1.94 -0.75 0.00
H 2.64 2.18 1.33 0.00
H 4.82 2.93 2.21 0.00
H 6.91 1.75 1.52 0.00
H 6.76 -0.22 0.00 0.00
H 4.59 -0.99 -0.84 0.00
H 0.82 2.81 -0.10 0.01
H 0.82 4.93 -1.37 0.00
H 1.86 5.00 -3.65 0.00
H 2.87 2.96 -4.61 0.00
H 2.91 0.85 -3.32 0.00
H 0.17 -2.88 -0.10 0.00
H -0.49 -3.73 -1.51 0.00
H -3.96 -0.39 -0.45 0.00
H -5.80 -0.83 1.17 0.00
H -5.72 -2.87 2.60 0.00
H -3.81 -4.44 2.41 0.00
H -1.95 -3.99 0.82 0.00
H -3.05 -4.11 -1.59 0.00
H -4.12 -5.18 -3.54 0.00
H -4.17 -4.01 -5.74 0.00
H -3.15 -1.75 -5.96 0.00
H -2.08 -0.68 -4.01 0.00
N -1.70 -4.71 4.62 0.03
C -1.57 -3.61 4.24 0.00
N -1.38 -2.40 3.90 0.05
C -1.33 -1.66 2.92 0.05
N -1.32 -0.79 2.10 0.08

---

(5)
93
Properties=species:S:1:pos:R:3:lowdin_spin:R:1 method="wB97M-V/def2-TZVPD" orbital_gap_ev="4.60 / 5.64" lumo_energy_ev="-10.4 / -9.4" e_homo_ev="-15.02 / -15.03" charge=+3 multiplicity=5
Mn 0.70 0.94 -0.21 3.83
S 6.09 2.92 0.66 0.00
C 7.48 3.90 0.82 0.00
C 7.16 5.22 0.84 0.00
C 5.75 5.43 0.74 0.00
C 5.04 4.27 0.63 0.00
C 3.58 4.13 0.49 0.00
C 3.00 2.86 0.37 0.01
N 1.69 2.68 0.22 -0.03
C 0.86 3.76 0.21 0.00
C 1.33 5.04 0.35 0.00
C 0.37 6.12 0.36 0.00
C -0.95 5.86 0.25 0.00
C -1.44 4.51 0.11 0.00
C -2.79 4.15 -0.01 0.02
C -3.17 2.82 -0.17 0.00
C -2.14 1.87 -0.16 0.01
N -0.86 2.18 -0.04 -0.04
C -0.51 3.49 0.08 0.00
C -4.55 2.36 -0.33 0.00
C -4.96 1.19 -0.90 0.00
C -6.37 1.05 -0.93 0.00
C -6.99 2.12 -0.37 0.00
S -5.89 3.29 0.18 0.00
C 2.72 5.22 0.48 0.01
H 8.46 3.45 0.88 0.00
H 7.89 6.01 0.94 0.00
H 5.31 6.42 0.74 0.00
H 3.61 1.98 0.42 0.00
H 0.72 7.14 0.47 0.00
H -1.68 6.67 0.26 0.00
H -3.55 4.93 0.01 0.00
H -2.40 0.83 -0.24 0.00
H -4.27 0.45 -1.33 0.00
H -6.90 0.21 -1.37 0.00
H -8.06 2.28 -0.25 0.00
H 3.11 6.22 0.57 0.00
C 4.52 0.42 -1.79 0.00
C 3.48 -0.22 -0.93 0.01
O 2.30 0.29 -0.91 0.06
N 3.78 -1.27 -0.22 0.02
C 2.81 -2.23 0.40 0.00
C 2.34 -3.27 -0.61 0.00
C 2.82 -4.57 -0.53 0.00
C 2.50 -5.46 -1.55 0.00
C 1.73 -5.00 -2.60 0.00
C 1.28 -3.69 -2.57 0.00
N 1.57 -2.82 -1.60 0.00
H 4.38 1.50 -1.82 0.00
H 4.38 0.04 -2.81 0.00
H 5.52 0.18 -1.46 0.00
H 4.74 -1.57 -0.27 0.00
H 1.99 -1.67 0.80 0.00
H 3.33 -2.73 1.21 0.00
H 3.42 -4.89 0.31 0.00
H 2.87 -6.48 -1.53 0.00
H 1.48 -5.65 -3.44 0.00
H 0.65 -3.31 -3.37 0.00
O -0.10 -0.58 0.44 0.08
P -1.25 -1.66 0.46 0.01
C -2.37 -1.20 1.77 0.00
C -1.92 -0.32 2.77 0.00
C -2.75 -0.01 3.84 0.00
C -4.02 -0.56 3.92 0.00
C -4.47 -1.44 2.95 0.00
C -3.65 -1.77 1.88 0.00
C -2.05 -1.68 -1.13 0.00
C -3.15 -2.52 -1.38 0.00
C -3.77 -2.51 -2.62 0.00
C -3.31 -1.67 -3.63 0.00
C -2.21 -0.86 -3.40 0.00
C -1.58 -0.87 -2.17 0.01
C -0.59 -3.23 0.85 0.00
C 0.03 -3.37 2.10 0.00
C 0.48 -4.61 2.52 0.00
C 0.29 -5.72 1.70 0.00
C -0.32 -5.59 0.46 0.00
C -0.76 -4.35 0.03 0.00
H -0.94 0.11 2.71 0.00
H -2.39 0.66 4.62 0.00
H -4.66 -0.31 4.76 0.00
H -5.45 -1.87 3.02 0.00
H -4.01 -2.47 1.14 0.00
H -3.52 -3.19 -0.62 0.00
H -4.62 -3.16 -2.80 0.00
H -3.79 -1.67 -4.60 0.00
H -1.83 -0.22 -4.20 0.00
H -0.70 -0.27 -2.04 0.01
H 0.16 -2.51 2.75 0.00
H 0.95 -4.72 3.49 0.00
H 0.62 -6.70 2.04 0.00
H -0.46 -6.46 -0.17 0.00
H -1.21 -4.25 -0.95 0.00